# 1
Density functional theory data (ωB97M-V with the def2-TZVPD basis set) for a structure of composition C9H36Fe2O21S3.

Each line ends with the Mulliken charge.
CARTESIAN COORDINATES (ANGSTROEM)
O -2.2284 -5.5085 -2.0469  -0.675
H 3.9607 0.4518 -1.0517  0.336
O 2.6922 0.8963 2.7964  -0.312
H 2.3601 1.0376 -0.9202  0.102
S -0.9079 -5.0058 -1.8389  1.453
H -3.6258 -3.3733 2.0726  0.357
H -0.2863 -1.6563 -3.4967  -0.018
H 1.6233 -2.6062 -2.5198  0.195
C -2.8346 2.1832 3.3914  -0.604
H 3.3489 0.2815 4.6551  0.235
C -3.1795 -3.9800 1.2848  -0.819
O -0.5889 -4.8672 -0.4470  -0.608
S -0.1307 -2.0882 3.0448  0.770
H -3.9093 -4.6007 0.7650  0.291
H 1.1275 2.8264 -3.8178  0.242
H -2.2449 2.3462 -3.7933  0.199
H -3.2008 2.9147 4.1116  0.347
O 0.6556 0.3129 0.9327  0.134
H 4.6683 2.3662 0.3329  0.258
H -2.1913 2.0757 -1.5274  0.221
O -1.8222 1.3793 3.9444  -0.243
C 3.3979 1.3654 -0.8599  -0.416
H -2.4725 -4.6613 1.7581  0.281
H -1.0392 -0.0717 -3.9329  0.073
O 0.8299 0.0337 -3.0117  -0.498
H -0.2919 3.8978 -3.5850  0.248
H 1.3252 4.5749 -3.4643  0.268
S -0.5367 0.2793 0.1234  -0.700
H 3.4899 2.0543 -1.6995  0.313
H -4.0308 2.5400 -3.5672  0.308
O 0.3372 2.6335 2.5605  -0.362
H 3.5018 -0.8785 3.3196  0.216
O -0.8206 -3.5476 -1.8656  -0.560
C 3.5841 0.1726 3.5963  -0.761
C 2.2268 -2.6427 -1.6128  -0.346
H 4.6037 0.5040 3.3998  0.344
H -2.4425 2.6816 2.5049  0.139
O -2.5763 -3.1139 0.2868  -0.262
H -0.8631 3.2272 0.8596  0.210
C -0.1134 -0.6418 -3.8559  -0.311
O 0.6658 3.4372 -1.9068  -0.487
O 3.8513 1.8682 0.4103  -0.541
H 3.1243 -3.2590 -1.6655  0.378
O -0.1055 -2.9724 4.1886  -0.611
H 0.2213 2.6138 -1.6923  0.374
O 0.9146 -1.0702 3.0556  -0.671
H -3.6503 1.5359 3.0693  0.239
H 0.7627 2.6437 0.5683  -0.369
H 0.1943 3.3980 3.1232  0.293
H -3.2328 -2.4198 0.1932  0.275
H 3.1143 1.1925 1.9867  0.279
O -1.1200 -0.9958 3.0971  -0.593
H -2.1393 1.1396 4.8182  0.274
H 2.2070 -2.9319 0.2213  0.242
H 0.3159 -0.7879 -4.8471  0.313
O 0.1337 -5.6411 -2.6469  -0.688
H -3.3225 1.0034 -3.2212  0.168
O 1.4667 -2.8824 -0.3879  -0.227
Fe -0.5778 -2.9855 -0.0485  1.259
Fe -0.0495 0.6080 2.7401  0.388
O -0.1919 -2.7472 1.7534  -0.566
O -2.9254 2.5680 -1.9019  -0.638
C 0.7298 3.6822 -3.2723  -0.646
C -3.1170 2.0736 -3.1990  -0.540
O -0.5163 1.2204 -0.9873  0.882
H 0.4620 0.4287 -2.2179  0.215
H 0.6116 4.2397 1.2024  0.593
H 2.6257 -1.6354 -1.4926  -0.101
C 0.1573 3.2497 1.2423  -0.227
O -0.7396 -1.0936 -0.2934  1.189
O -1.2662 0.7270 1.2845  -0.502

Computed properties:
highest occupied orbital energy (alpha / beta): -8.910 / -8.864 eV
spin multiplicity: 11

=====

# 2
Density functional theory data (ωB97M-V with the def2-TZVPD basis set) for a structure of composition C28H44I2N2O2S2SbSi3W.

Each line ends with the Mulliken charge.
CARTESIAN COORDINATES (ANGSTROEM)
C -4.8700 0.5030 0.4032  -0.991
C 0.9594 -5.1569 -1.8102  -0.587
H 0.7546 5.7794 2.6254  0.277
I 3.6233 -0.1782 0.4731  -0.010
C 1.7294 -4.0032 -1.6417  0.623
H 2.4113 -2.3420 1.4191  0.247
H 1.8323 5.9881 1.2438  0.449
H 0.7952 -7.0673 -2.7548  0.491
C -3.4970 -0.0696 3.0982  -0.749
W 0.9461 0.3023 -0.2770  0.122
C 2.6173 3.0065 2.7256  -0.695
H -4.3570 -0.3361 -0.0650  0.265
H -2.7236 0.2772 3.7777  0.041
H 0.1043 5.7050 0.9855  0.346
H -1.4913 5.7262 3.4509  0.269
H -4.4049 3.6076 1.6490  0.384
H -2.8392 2.6089 -3.0246  0.461
C -4.6511 2.8205 2.3625  -0.936
C -1.3317 1.8673 -1.6286  -0.863
H 3.1898 -8.2185 -1.8133  0.317
H -0.2840 1.6393 -6.3294  0.459
H 0.8615 2.7695 5.4059  0.306
H 3.5396 -1.6933 2.6960  0.425
H -0.7507 2.7506 -1.4175  0.230
C 2.7958 -1.4706 1.9377  -0.891
H -0.0195 -5.2133 -1.3512  0.496
C 3.3894 -9.0857 -2.4368  -0.871
H -1.8127 1.3185 5.5647  0.350
H 3.1661 2.1735 2.2880  0.138
H -2.4320 5.5215 4.9288  0.410
C -2.2939 2.2931 5.4531  -1.150
H 1.3720 3.7075 -0.9786  0.352
C 1.4178 -6.1951 -2.6001  -0.298
C 1.8518 3.1269 -0.1909  -0.399
H -3.3154 2.1400 5.1040  0.272
C -0.0511 -0.4595 -5.8921  -0.428
I 0.4778 -0.1485 2.4261  0.171
O 1.4218 0.8756 -2.3287  -0.463
C 0.8345 -1.7171 -0.6491  -0.535
C 0.3564 3.7127 5.1881  -1.104
N 0.9585 0.4132 -3.4936  0.387
C -2.3960 1.8092 -2.4529  -0.146
C 2.6515 -6.0977 -3.2428  -0.134
C 2.9550 -8.8926 -3.8620  0.619
C 3.0102 -3.9518 -2.2057  -0.267
H 2.9133 -9.9736 -2.0246  0.289
C 1.2129 -2.8131 -1.0339  0.023
H -5.7442 2.7400 2.4024  0.487
H 4.4350 -4.9324 -3.4785  0.465
Si 1.3022 3.6138 1.5655  0.753
H -4.3007 3.1244 3.3468  0.144
H 2.2283 2.6742 3.6847  0.199
H -4.3859 -0.3266 3.6870  0.400
Si -3.9623 1.1933 1.8468  0.344
Sb -1.0534 2.3680 1.9406  -0.681
H -2.3531 2.7424 6.4492  0.404
C 0.9339 -0.9029 -3.7581  -0.143
N -0.9896 0.6574 -1.0414  1.030
H 1.0287 4.3483 4.6121  0.267
H 2.9302 3.2710 -0.2938  0.497
H 3.3282 3.8177 2.9132  0.376
H 0.4091 -2.4274 -5.1394  0.544
Si -1.2833 3.4172 4.3544  0.701
H 0.1719 4.2114 6.1445  0.420
C 0.5540 1.3120 -4.4063  -0.211
H -0.4691 -0.8030 -6.8287  0.469
S -3.0087 0.2121 -2.5131  -0.059
C 3.4616 -4.9868 -3.0081  -0.778
H 3.6383 -3.0861 -2.0309  0.462
H -5.0760 1.2571 -0.3575  0.325
S 3.1138 -7.1950 -4.5481  -0.130
C 0.4190 -1.3625 -4.9520  -0.714
H 1.3158 -1.5455 -2.9812  0.438
C 0.0421 0.8979 -5.6141  -0.700
H 0.6644 2.3474 -4.1229  0.484
H -1.7317 -1.3090 -1.0757  0.380
H -3.1413 -0.9821 2.6155  0.351
H 4.4677 -9.2582 -2.4531  0.281
H 1.6888 2.0691 -0.4018  -0.296
H -5.8328 0.1351 0.7771  0.469
C 0.9592 5.4381 1.6083  -1.061
C -1.8290 -0.2843 -1.4066  -0.468
O 2.6355 -9.7504 -4.6229  -0.471
C -2.1454 5.0368 3.9894  -0.954
H -3.0494 4.9080 3.3955  0.270

Computed properties:
highest occupied orbital energy (alpha / beta): -11.835 / -11.269 eV
spin multiplicity: 4
net charge: +2

=====

# 3
Density functional theory data (ωB97M-V with the def2-TZVPD basis set) for a cluster of 7 separate species, C28H51N3O19 in total.

Each line ends with the Mulliken charge.
CARTESIAN COORDINATES (ANGSTROEM)
N -0.6033 -0.8996 -6.0961  -0.587
H 4.7365 0.0125 0.1575  0.285
H -9.3174 -4.1449 3.9257  0.215
O -7.1318 -0.5717 3.9574  -0.327
H 6.3732 -9.3589 3.5726  0.217
H -0.1611 1.6851 -6.3103  0.556
C -4.2558 4.4777 1.6418  -0.638
H 6.3913 4.7491 1.2980  0.161
H -6.8123 0.8105 2.4350  0.285
C 2.7232 -6.2814 0.8860  -0.474
H -4.8290 2.2391 -4.5868  0.255
H -3.8814 0.7741 -4.3984  0.198
H 1.3022 0.9237 -4.3966  0.686
H -3.1963 -0.2016 0.8940  0.334
H -7.8611 -4.1901 2.9177  0.296
C 0.5813 1.0945 -3.5895  0.694
H 2.0574 -7.0660 0.5403  0.121
C 5.8613 2.1785 1.1298  0.844
H -1.5787 2.4366 -2.3585  0.426
H -1.9419 0.2321 2.0937  0.320
C -8.7051 -3.5773 3.2301  -0.628
C -3.5765 2.2603 1.7370  0.772
H -9.3103 -3.2993 2.3687  0.290
O 5.2103 -8.1332 2.4476  -0.326
N 0.3070 4.3341 -4.4812  -0.626
H 2.8799 -5.5745 0.0762  0.273
H 4.7542 -9.9991 3.2438  0.295
C 4.0784 4.9778 3.0301  -0.640
C -6.2916 0.3824 3.2912  -0.346
H 0.3100 -0.4575 -6.2284  0.312
H -1.7566 -4.4590 -3.5575  0.311
H -1.0170 -6.9979 0.8567  0.339
H 2.2855 -5.7552 1.7335  0.307
H -2.4524 -0.3171 -5.5839  0.311
H 2.9028 2.4607 -3.9102  0.324
C -7.4820 -1.6062 3.1991  0.776
O 6.9112 2.7733 1.6976  -0.339
O 2.9798 -8.0776 2.8085  -0.541
O 4.0013 -6.8199 1.2339  -0.331
H -0.2831 -3.4876 -3.6459  0.147
H 0.8605 2.7444 -2.0943  0.431
H 2.4494 9.2796 1.5171  0.297
C -0.9916 1.4633 -5.6303  -1.298
H -3.2488 4.8671 1.7804  0.292
H 1.4227 1.1684 -1.5909  0.496
O -3.8029 1.1168 2.3875  -0.287
H 3.3018 1.1013 -2.8795  0.381
H -1.4266 -8.1402 -0.4568  0.360
O -2.7849 2.4236 0.8472  -0.548
C 2.8159 2.0884 -2.8867  -1.391
H -1.3407 -3.3173 -2.2486  0.308
C 2.6497 9.3597 2.5842  -0.627
O -0.0222 -6.6853 -0.9444  -0.295
N -0.3030 -1.2589 -2.8561  -0.342
O -8.2550 -2.4153 3.9271  -0.330
C 4.5881 0.2409 1.2120  -0.615
C -0.9481 -4.0135 -2.9763  -0.504
H -2.1626 0.8433 -3.0177  0.704
C -0.6310 -7.5604 0.0080  -0.760
O 5.1894 2.6284 0.2387  -0.512
C -0.2348 3.3370 -4.3153  -0.605
C -0.5959 1.8908 -4.1878  1.828
C -2.9983 0.0196 1.9413  -0.798
O 4.2332 7.3538 1.9003  -0.554
H 1.8978 9.9983 3.0397  0.220
C 1.3560 1.8400 -2.4531  -0.932
H -4.9624 5.1334 2.1429  0.213
H 5.1181 5.2430 3.2172  0.318
H 3.8266 4.1102 3.6347  0.300
H 8.0861 4.4422 1.6893  0.211
C -0.8599 -5.7817 -1.4680  0.760
O -4.3857 3.1885 2.2465  -0.293
O 5.6860 0.9981 1.7234  -0.352
C 3.9648 -7.7124 2.2215  0.793
H 4.9803 -8.6883 4.4382  0.291
H -5.3762 -0.0818 2.9844  0.111
H -3.2764 -0.8426 2.5426  0.262
H 3.6507 0.7766 1.3561  0.278
C 3.4112 7.1766 2.7604  0.765
H 3.9302 4.7272 1.9798  0.281
O -0.1760 -5.0382 -2.3305  -0.314
O 3.2099 6.0385 3.4258  -0.329
C -1.4283 0.0078 -5.7686  -0.240
C 0.1444 -0.2209 -3.0525  -0.512
H -1.8208 2.0953 -5.9668  0.467
C 7.2210 4.0590 1.1551  -0.467
C 5.3205 -9.1024 3.4904  -0.633
H 3.6342 9.7927 2.7536  0.295
O -2.9349 2.5622 -3.8493  -0.339
H 3.3702 2.6854 -2.1599  0.408
H -4.5698 1.6366 -2.9606  0.268
H 4.5561 -0.6879 1.7747  0.233
H -4.5025 4.4317 0.5824  0.291
O -2.0263 -5.6684 -1.1973  -0.545
C -4.0924 1.7475 -3.9433  -0.548
H -6.0731 1.1736 4.0021  0.285
H 7.4697 3.9800 0.0982  0.282
C -1.8457 1.8614 -3.2541  -1.377
O -7.1579 -1.7861 2.0535  -0.547
H 0.1428 -8.2394 0.3573  0.250
O 2.5450 8.0820 3.2146  -0.334

Computed properties:
SMILES string: [H]/N=C\C[C@@](C#N)(COC)[C@H](C#N)CC.COC(=O)OC.COC(=O)OC.COC(=O)OC.COC(=O)OC.COC(=O)OC.COC(=O)OC
highest occupied orbital energy: -10.453 eV